ORCA calculation (ωB97M-V/def2-TZVPD) on C37H45AsNO8P2PdS4 as an isolated structure.

Geometry as XYZ:
```
99
Properties=species:S:1:pos:R:3:mulliken_spin:R:1
Pd 0.04 -0.24 1.18 0.75
As 0.75 2.41 -0.97 0.00
S 0.00 -0.75 -1.35 0.06
S -3.11 -3.21 -0.38 0.00
S 0.65 -1.59 3.34 0.03
S 2.73 -0.16 1.16 0.10
P -2.31 1.58 2.01 0.02
P 2.05 -1.84 1.96 -0.02
O -1.81 1.34 0.62 0.01
O -2.79 -4.59 -0.66 0.00
O -2.70 0.12 2.56 0.01
O -4.11 -2.97 0.64 0.00
O 3.28 -2.70 2.63 0.00
O 1.67 -2.89 0.81 0.00
O -1.03 1.87 2.95 0.01
O -3.38 2.58 2.27 0.00
N -1.76 -2.35 -0.12 0.02
C -3.59 -0.20 3.64 0.00
C -1.98 2.69 -2.13 0.00
C 2.08 1.91 -4.87 0.00
C 0.82 6.69 -1.32 0.00
C 4.05 1.52 -3.53 0.00
C -3.29 0.66 4.86 0.00
C 2.01 7.01 -0.69 0.00
C -3.56 -2.40 -1.89 0.00
C 1.04 2.92 3.31 0.00
C 1.97 2.03 -2.46 0.00
C 1.22 4.33 -0.94 0.00
C -2.57 -0.75 -3.35 0.00
C -3.71 -0.83 -4.14 0.00
C 2.01 -5.26 0.62 0.00
C 3.44 1.62 -4.78 0.00
C -0.98 2.43 -4.73 -0.01
C -1.44 -1.60 -1.15 0.03
C -2.51 -1.56 -2.22 -0.02
C -0.76 4.19 2.12 0.00
C -3.30 -1.66 3.94 0.00
C 2.41 4.67 -0.30 0.00
C -4.70 -2.48 -2.66 0.00
C 4.07 -2.08 3.63 0.00
C 3.32 1.72 -2.37 0.00
C 2.81 6.00 -0.18 0.00
C -1.03 3.65 4.55 0.00
C -0.62 2.53 -2.35 0.00
C -2.83 2.76 -3.22 0.00
C 5.44 -1.73 3.08 0.00
C -0.11 2.38 -3.64 0.01
C -2.33 2.64 -4.51 0.00
C -5.03 -0.02 3.17 0.00
C -4.76 -1.68 -3.80 0.00
C 0.43 5.36 -1.44 0.00
C -0.47 3.17 3.22 0.00
C 1.34 2.11 -3.71 0.00
C 1.11 -4.17 1.16 0.00
H -3.87 0.30 5.71 0.00
H -0.84 2.90 5.33 0.00
H -5.52 -3.13 -2.38 0.00
H 3.79 1.59 -1.40 0.00
H 4.15 -2.78 4.46 0.00
H 1.58 -6.24 0.83 0.00
H -5.72 -0.28 3.98 0.00
H 6.04 -1.23 3.85 0.00
H 2.12 -5.15 -0.46 0.00
H 1.42 2.59 2.35 0.00
H 3.57 -1.18 4.01 0.00
H 3.00 -5.20 1.08 0.00
H -2.27 -1.78 4.28 0.00
H -2.23 0.60 5.10 0.00
H 4.02 1.46 -5.68 0.00
H 5.97 -2.63 2.76 0.00
H 1.61 1.97 -5.84 0.00
H -0.49 3.78 1.15 0.00
H 0.18 7.47 -1.71 0.00
H -0.60 2.30 -5.74 0.00
H 3.74 6.23 0.32 0.00
H 5.10 1.26 -3.47 0.00
H -3.01 2.68 -5.36 0.00
H -2.11 3.79 4.46 0.00
H -5.19 1.01 2.87 0.00
H -5.65 -1.71 -4.42 0.00
H 2.31 8.05 -0.59 0.00
H -0.57 4.59 4.85 0.00
H 3.04 3.89 0.13 0.00
H 1.00 -4.25 2.25 0.00
H -3.55 1.71 4.67 0.00
H -1.82 4.45 2.10 0.00
H -3.79 -0.20 -5.01 0.00
H -5.22 -0.68 2.33 0.00
H 5.34 -1.07 2.23 0.00
H 0.12 -4.20 0.72 0.00
H -3.97 -2.03 4.73 0.00
H 1.56 3.84 3.61 0.00
H -2.35 2.71 -1.11 0.00
H -0.16 5.08 2.29 0.00
H -1.76 -0.08 -3.58 0.00
H -0.51 5.12 -1.93 0.00
H -3.44 -2.26 3.04 0.00
H -3.90 2.87 -3.06 0.00
H 1.24 2.13 4.04 0.00
```

* charge: -2
* multiplicity: 2
* energy above the lowest of the compared OMol25 structures with the same formula, charge and spin: 6.5 kcal per mole
* E_HOMO (spin up / spin down): -2.04 / -2.02 eV
* frontier orbital gap (spin up / spin down): 6.3 / 6.3 eV
* lowest unoccupied orbital energy (spin up / spin down): 4.25 / 4.24 eV
* maximum force: 0.762 eV/A

ORCA calculation (ωB97M-V/def2-TZVPD) on a 2-piece molecular cluster, C7H10N4 overall in a non-equilibrium geometry.

Geometry as XYZ:
```
21
Properties=species:S:1:pos:R:3:mulliken_spin:R:1
N -1.63 -1.27 1.42 0.89
N -0.59 0.36 -2.12 0.00
N 0.62 0.94 -0.17 0.03
N -0.31 1.81 0.23 0.00
C -0.84 -0.21 1.01 -0.03
C 0.27 -0.32 0.11 0.21
C -1.42 -2.38 1.96 0.62
C -1.14 1.36 -1.90 0.00
C -1.25 1.12 0.81 0.12
C 1.22 -1.42 -0.28 0.03
C 1.65 1.60 -0.92 -0.01
H 0.90 -2.42 0.01 -0.05
H 1.36 2.63 -0.88 0.00
H -0.63 -2.74 2.60 0.06
H 2.62 1.61 -0.56 0.00
H -1.87 2.06 -1.68 0.00
H 2.23 -1.27 0.25 0.02
H -2.26 -2.96 2.11 0.07
H 1.45 -1.47 -1.35 0.01
H -1.99 1.72 1.40 0.01
H 1.62 1.25 -2.04 0.00
```

* charge: 0
* multiplicity: 3
* energy above the lowest of the compared OMol25 structures with the same formula, charge and spin: 33.5 kcal per mole
* E_HOMO (spin up / spin down): -5.07 / -9.41 eV
* frontier orbital gap (spin up / spin down): 6.0 / 7.9 eV
* lowest unoccupied orbital energy (spin up / spin down): 0.96 / -1.55 eV
* maximum force: 7.934 eV/A

ORCA calculation (ωB97M-V/def2-TZVPD) on a 2-piece molecular cluster, C4H10O2 overall.

Geometry as XYZ:
```
16
Properties=species:S:1:pos:R:3:nbo_charge:R:1
O 1.50 0.17 -1.45 -0.55
O 1.15 1.73 0.80 -0.72
C -0.58 0.36 -0.24 -0.37
C 0.32 -0.10 -1.36 0.48
C 0.18 0.75 1.04 -0.05
C -1.72 -0.62 0.05 -0.61
H -1.35 -1.54 0.52 0.21
H -1.00 1.29 -0.67 0.24
H -0.16 -0.72 -2.14 0.12
H -0.53 1.16 1.76 0.18
H -2.45 -0.16 0.74 0.22
H -2.26 -0.89 -0.87 0.22
H 0.61 -0.16 1.49 0.16
H 2.21 -1.59 0.39 -0.03
H 1.70 1.39 0.07 0.49
H 2.37 -1.08 -0.12 0.02
```

* charge: 0
* SMILES: C[C@H](C=O)CO.[H][H]
* energy above the lowest of the compared OMol25 structures with the same formula, charge and spin: 44.0 kcal per mole
* E_HOMO: -10.11 eV
* frontier orbital gap: 10.7 eV
* lowest unoccupied orbital energy: 0.59 eV
* maximum force: 0.758 eV/A

ORCA calculation (ωB97M-V/def2-TZVPD) on C6H15N as an isolated structure in a non-equilibrium geometry.

Geometry as XYZ:
```
22
Properties=species:S:1:pos:R:3:nbo_charge:R:1
N 0.75 -0.21 -0.06 -0.56
C 0.15 -0.13 -2.99 -0.63
C -0.45 -1.12 -1.99 -0.40
C 0.24 2.14 0.24 -0.61
C 0.35 -1.24 -0.76 0.12
C -0.18 0.69 0.55 -0.05
C -0.31 0.42 2.05 -0.62
H 0.80 0.47 -2.34 0.23
H -1.21 0.55 0.15 0.15
H -0.54 0.59 -3.42 0.22
H 1.25 2.23 0.64 0.21
H 0.61 -2.03 4.25 0.00
H -1.06 1.03 2.55 0.21
H -0.89 -2.03 -2.37 0.22
H -0.31 2.91 0.79 0.20
H -1.00 -0.95 -0.84 0.29
H 0.75 -0.59 -3.77 0.23
H 0.70 0.40 2.46 0.22
H 0.12 -2.49 3.97 0.00
H 0.67 -2.27 -0.50 0.17
H 0.20 2.26 -0.83 0.21
H -0.64 -0.61 2.23 0.20
```

* charge: 0
* energy above the lowest of the compared OMol25 structures with the same formula, charge and spin: 124.0 kcal per mole
* E_HOMO: -7.69 eV
* frontier orbital gap: 8.5 eV
* lowest unoccupied orbital energy: 0.77 eV
* maximum force: 3.181 eV/A

Q: Among the records above, which one has the lowest energy above the lowest of the compared OMol25 structures with the same formula, charge and spin?
A: C37H45AsNO8P2PdS4